Entry 1:
{
  "formula": "C38H74BF3O46P3S6",
  "method": "wB97M-V/def2-TZVPD",
  "elements": ["S", "S", "S", "S", "S", "S", "P", "P", "P", "F", "F", "F", "O", "O", "O", "O", "O", "O", "O", "O", "O", "O", "O", "O", "O", "O", "O", "O", "O", "O", "O", "O", "O", "O", "O", "O", "O", "O", "O", "O", "O", "O", "O", "O", "O", "O", "O", "O", "O", "O", "O", "O", "O", "O", "O", "O", "O", "O", "C", "C", "C", "C", "C", "C", "C", "C", "C", "C", "C", "C", "C", "C", "C", "C", "C", "C", "C", "C", "C", "C", "C", "C", "C", "C", "C", "C", "C", "C", "C", "C", "C", "C", "C", "C", "C", "C", "B", "H", "H", "H", "H", "H", "H", "H", "H", "H", "H", "H", "H", "H", "H", "H", "H", "H", "H", "H", "H", "H", "H", "H", "H", "H", "H", "H", "H", "H", "H", "H", "H", "H", "H", "H", "H", "H", "H", "H", "H", "H", "H", "H", "H", "H", "H", "H", "H", "H", "H", "H", "H", "H", "H", "H", "H", "H", "H", "H", "H", "H", "H", "H", "H", "H", "H", "H", "H", "H", "H", "H", "H", "H", "H"],
  "coordinates": [[27.745, 11.366, 13.793], [26.819, 18.258, 1.928], [20.524, 16.786, 3.196], [20.401, 11.086, 4.260], [20.095, 16.198, 8.585], [23.926, 5.702, 13.544], [29.214, 20.924, 6.073], [30.496, 14.634, 6.153], [26.170, 8.441, 7.642], [22.827, 11.031, 14.102], [21.311, 12.175, 15.022], [23.345, 12.242, 15.852], [23.762, 14.505, 9.049], [25.783, 17.140, 2.605], [26.942, 10.238, 13.434], [26.583, 9.310, 6.362], [24.785, 7.809, 7.134], [23.858, 12.050, 8.490], [30.590, 14.997, 7.700], [27.130, 7.190, 7.505], [21.104, 17.953, 4.260], [22.888, 5.250, 14.433], [21.960, 13.754, 13.080], [31.430, 13.357, 5.958], [24.540, 11.378, 11.790], [24.087, 13.828, 13.823], [30.098, 19.647, 6.489], [29.566, 21.938, 7.302], [19.040, 16.180, 9.549], [19.538, 16.900, 7.175], [28.096, 12.251, 12.524], [28.891, 11.117, 14.622], [21.392, 15.578, 3.883], [31.365, 15.832, 5.478], [24.494, 7.210, 13.832], [19.265, 11.253, 3.396], [21.024, 16.987, 1.867], [25.091, 12.956, 10.246], [25.838, 15.349, 6.436], [26.871, 12.559, 14.506], [26.103, 9.223, 8.902], [20.899, 15.030, 8.369], [20.007, 11.029, 5.850], [23.651, 16.471, 7.975], [19.111, 16.621, 3.397], [27.691, 20.478, 6.474], [21.088, 17.495, 8.847], [21.174, 12.514, 4.466], [29.304, 21.449, 4.704], [23.069, 10.256, 9.698], [28.068, 17.608, 2.744], [26.978, 17.968, 0.509], [29.111, 14.552, 5.640], [26.479, 19.594, 2.323], [23.274, 6.115, 12.094], [25.624, 13.636, 7.879], [21.331, 10.021, 3.994], [25.058, 4.858, 13.310], [19.505, 18.294, 7.264], [23.002, 13.326, 13.816], [26.539, 18.431, 6.479], [20.948, 11.705, 6.713], [27.312, 13.807, 14.003], [32.763, 16.012, 5.763], [31.052, 12.039, 6.426], [27.854, 16.351, 3.366], [26.458, 15.922, 2.907], [21.304, 15.853, 12.102], [31.159, 11.069, 5.278], [22.624, 16.115, 4.320], [26.597, 10.738, 6.343], [27.575, 13.580, 12.550], [23.677, 11.293, 9.572], [29.277, 6.807, 6.495], [26.949, 19.597, 5.596], [28.667, 14.579, 8.985], [23.740, 8.687, 6.710], [24.476, 11.922, 10.723], [22.394, 8.004, 6.978], [31.530, 19.770, 6.718], [20.642, 18.679, 8.219], [22.190, 17.432, 4.973], [24.186, 15.409, 8.209], [22.634, 12.197, 14.741], [25.320, 14.840, 7.391], [29.298, 23.323, 7.152], [28.518, 7.246, 7.742], [27.629, 11.222, 5.352], [24.626, 7.989, 12.654], [33.353, 16.684, 4.539], [29.452, 15.671, 8.262], [30.600, 24.042, 6.800], [22.241, 14.639, 12.005], [21.682, 12.635, 5.786], [23.680, 7.376, 11.620], [31.931, 19.332, 8.130], [24.609, 13.287, 8.883], [25.940, 18.717, 7.349], [28.211, 14.324, 12.073], [30.625, 24.245, 5.723], [28.894, 8.227, 8.045], [28.078, 16.456, 4.427], [33.250, 17.767, 4.559], [31.523, 18.386, 8.486], [26.177, 20.166, 5.081], [28.812, 6.637, 8.600], [23.281, 14.962, 11.952], [26.726, 11.216, 7.316], [22.739, 12.359, 5.728], [20.366, 19.376, 9.010], [31.488, 23.407, 6.742], [26.566, 15.277, 2.033], [20.537, 12.135, 7.624], [29.350, 14.067, 9.667], [21.723, 17.343, 5.953], [21.770, 16.637, 11.504], [27.658, 19.291, 4.823], [18.565, 18.597, 7.739], [30.316, 11.116, 4.586], [22.284, 7.173, 6.277], [28.819, 16.279, 7.614], [28.252, 13.859, 8.281], [31.007, 10.074, 5.712], [28.213, 13.974, 14.600], [23.338, 16.345, 3.528], [21.623, 10.942, 7.106], [25.834, 17.790, 5.951], [33.017, 16.251, 3.600], [21.729, 13.673, 6.117], [28.372, 23.621, 6.660], [32.035, 19.131, 5.994], [25.642, 11.191, 6.061], [30.334, 7.019, 6.676], [22.823, 8.031, 11.452], [21.519, 19.053, 7.687], [22.106, 14.090, 11.071], [23.061, 15.516, 5.116], [20.297, 15.621, 11.768], [30.857, 24.903, 7.413], [34.430, 16.488, 4.560], [33.013, 19.203, 8.191], [21.354, 16.170, 13.144], [31.883, 11.859, 7.111], [28.404, 10.485, 5.142], [26.549, 14.566, 14.168], [21.559, 8.669, 6.761], [29.746, 16.420, 9.001], [23.782, 8.938, 5.650], [30.106, 12.027, 6.965], [25.677, 7.960, 12.369], [29.109, 5.831, 6.046], [25.815, 15.376, 3.595], [27.104, 11.559, 4.459], [23.753, 9.590, 7.324], [26.650, 13.584, 11.972], [32.074, 10.985, 4.697], [27.447, 18.056, 6.949], [28.204, 12.069, 5.734], [24.099, 7.277, 10.618], [19.429, 18.751, 6.280], [31.850, 20.793, 6.523], [22.994, 18.156, 5.109], [32.833, 16.678, 6.627], [29.082, 7.491, 5.662], [29.067, 23.618, 8.182], [28.576, 15.592, 3.059], [22.381, 7.570, 7.976], [31.663, 20.102, 8.854], [33.229, 15.079, 6.081], [27.862, 14.883, 9.658], [24.307, 8.997, 12.906]],
  "e_homo_ev": -8.24,
  "homo_lumo_gap_ha": 0.3616,
  "molar_mass_g_mol": 1620.1,
  "e_lumo_ev": 1.60,
  "charge": -1
}

=====

Entry 2:
{
  "formula": "C38H74Br2FN2O7P2S2",
  "method": "wB97M-V/def2-TZVPD",
  "elements": ["Br", "Br", "S", "S", "P", "P", "F", "O", "O", "O", "O", "O", "O", "O", "N", "N", "C", "C", "C", "C", "C", "C", "C", "C", "C", "C", "C", "C", "C", "C", "C", "C", "C", "C", "C", "C", "C", "C", "C", "C", "C", "C", "C", "C", "C", "C", "C", "C", "C", "C", "C", "C", "C", "C", "H", "H", "H", "H", "H", "H", "H", "H", "H", "H", "H", "H", "H", "H", "H", "H", "H", "H", "H", "H", "H", "H", "H", "H", "H", "H", "H", "H", "H", "H", "H", "H", "H", "H", "H", "H", "H", "H", "H", "H", "H", "H", "H", "H", "H", "H", "H", "H", "H", "H", "H", "H", "H", "H", "H", "H", "H", "H", "H", "H", "H", "H", "H", "H", "H", "H", "H", "H", "H", "H", "H", "H", "H", "H"],
  "coordinates": [[1.995, -3.717, 1.297], [1.972, -1.623, -1.553], [2.972, -3.666, 6.099], [2.213, -0.539, 8.522], [3.533, -0.984, 7.197], [2.544, 0.675, 2.383], [1.444, -0.060, 5.349], [-1.874, -4.892, 7.608], [-4.987, 1.596, 0.094], [1.494, 5.138, -7.251], [0.692, 2.403, -11.944], [-1.007, -0.841, 7.224], [0.002, -1.488, 3.359], [0.141, 2.050, -3.808], [3.681, -1.738, 3.134], [0.576, -2.091, 5.980], [2.307, -1.221, 2.705], [-0.749, -5.610, 8.117], [-0.243, -1.444, 6.620], [-2.333, -2.413, 3.523], [-0.069, 0.228, -12.457], [-6.981, 1.476, -1.165], [3.644, 1.358, 3.693], [1.302, -1.807, 3.724], [0.919, 1.419, 2.715], [-1.334, -3.967, 9.712], [2.212, -1.780, 1.246], [-2.426, 0.160, 3.778], [1.894, 5.761, -8.475], [5.127, 1.429, 3.272], [0.227, 4.501, -7.419], [1.314, -1.096, 0.223], [-0.328, 4.997, -8.748], [0.955, 5.223, -9.547], [-2.159, -3.770, 8.449], [0.733, 0.179, -11.157], [-2.992, -1.097, 3.078], [-0.400, 1.713, -12.554], [0.785, 0.876, -4.308], [1.009, 3.179, -3.956], [-0.874, -2.624, 3.144], [1.561, -1.431, 5.190], [4.092, -1.802, 4.582], [-3.073, -0.956, 1.542], [-0.174, -1.346, 0.267], [2.382, 2.619, -4.304], [1.519, 1.481, -11.236], [2.008, 1.356, -5.079], [2.975, -1.893, 5.652], [-0.113, -4.709, 9.170], [-2.631, -2.710, 5.006], [-6.351, 1.182, 0.191], [-4.650, 1.852, -1.271], [-5.790, 1.280, -2.104], [5.344, 0.838, 2.376], [-1.094, -6.551, 8.557], [2.338, -3.584, 7.274], [-1.009, 4.284, -9.211], [1.075, 0.249, -3.459], [3.248, 2.364, 3.849], [2.982, 3.323, -4.878], [0.813, 1.723, 3.754], [4.292, 0.066, 6.648], [-7.824, 0.824, -1.385], [0.635, 3.816, -4.760], [-1.791, -3.217, 5.488], [3.223, -1.666, 0.848], [-2.512, -0.096, 1.173], [-1.869, -4.596, 10.426], [2.941, 5.523, -8.661], [0.834, 5.909, -10.383], [1.754, 1.901, -10.256], [-3.685, 1.390, -1.486], [-2.828, -1.798, 5.571], [-4.555, 2.933, -1.419], [0.059, 0.192, -10.297], [1.001, 3.753, -3.028], [0.556, -0.078, -13.298], [0.432, -5.260, 9.935], [2.457, 1.345, -11.786], [0.576, -3.999, 8.700], [0.873, 2.304, 2.075], [4.360, -1.149, 2.640], [-2.125, 0.914, 3.047], [1.738, 1.611, -6.106], [-4.026, -1.190, 3.425], [5.419, 2.452, 3.037], [-0.959, -0.399, -12.449], [4.521, -1.871, 7.628], [-3.473, -3.395, 5.095], [3.537, 0.868, 4.647], [-0.079, -5.845, 7.287], [0.101, 0.756, 2.445], [2.930, 2.356, -3.396], [-1.091, -3.026, 10.202], [-0.405, 4.750, -6.566], [4.744, -0.946, 4.752], [-0.404, -2.407, 0.166], [1.799, 6.847, -8.371], [-6.823, 1.723, 1.011], [-2.662, -1.842, 1.044], [-3.232, -3.724, 8.633], [-1.569, -0.060, 4.412], [3.776, -2.679, 2.727], [4.725, -2.685, 4.678], [-7.328, 2.510, -1.206], [-6.387, 0.110, 0.418], [-0.810, -2.900, 2.088], [5.790, 1.102, 4.075], [-4.103, -0.859, 1.204], [-0.603, -0.964, 1.193], [-0.861, 5.939, -8.608], [-0.493, -3.473, 3.721], [-5.900, 1.783, -3.063], [-1.860, -2.858, 7.929], [-2.837, -3.198, 2.945], [1.377, -0.695, -11.071], [1.438, -2.898, 3.746], [1.320, 4.274, -9.942], [-5.628, 0.216, -2.292], [-3.180, 0.635, 4.409], [0.381, 3.414, -7.432], [1.532, -0.030, 0.221], [-0.651, -0.826, -0.565], [2.803, 0.611, -5.111], [0.076, 0.324, -4.926], [-1.322, 1.949, -12.011], [-0.505, 2.064, -13.580]],
  "e_homo_ev": -10.58,
  "homo_lumo_gap_ha": 0.2866,
  "molar_mass_g_mol": 975.9,
  "e_lumo_ev": -2.78,
  "charge": 1
}

=====

Listing electronic energy for the structures above in their given order: -8691.4988, -8855.1273 Ha.